Density functional theory data (wB97M-V/def2-TZVPD) for a cluster of 5 separate species, C3H16O4 in total at a distorted geometry.

The geometry in ORCA input format:
```
! RIJCOSX wB97M-V def2-TZVPD def2/J DEFGRID3
* xyz -1 2
O -3.06 0.70 -2.17
O 3.35 1.09 0.50
O -2.95 -2.27 0.17
O 1.93 2.93 -1.15
C 0.01 -0.55 0.78
C 0.77 -1.68 0.07
C 0.14 -0.67 2.31
H 1.12 -2.41 0.80
H -2.47 1.28 -2.67
H 0.07 -2.24 -0.54
H -3.60 -2.85 -0.24
H 3.63 1.65 1.23
H 1.17 -0.50 2.63
H -2.46 0.24 -1.57
H 0.43 0.39 0.46
H 2.69 3.25 -1.67
H -3.47 -1.54 0.53
H 1.60 -1.35 -0.56
H -0.06 -1.71 2.61
H -1.05 -0.49 0.61
H 1.22 2.78 -1.81
H 2.94 1.71 -0.14
H -0.55 -0.02 2.85
*
```

## Properties
DFT total energy: -424.81119 a.u.
ΔE to the lowest compared entry with this formula, charge and spin: 0.0 kJ/mol
HOMO-LUMO gap (alpha / beta): 2.34 / 10.38 eV